No. 1
Computed, not measured: C23H34N4O2 in the gas phase in a non-equilibrium geometry, with ωB97M-V/def2-TZVPD.

The geometry in XYZ format:
```
63
Properties=species:S:1:pos:R:3:forces:R:3
C -5.41397 -2.19459 -0.69017 0.1034 0.0333 0.0149
C -4.02264 -2.69406 -0.48148 -0.1199 -0.5834 0.0481
C -3.70981 -4.00873 -0.26705 -0.2210 0.4556 -0.0781
C -2.37316 -4.41652 -0.05961 0.3953 0.1370 0.0025
C -1.36085 -3.51057 -0.07689 0.0652 -0.9542 0.0906
N -1.65451 -2.20567 -0.30178 -0.6176 0.4606 -0.1044
C -0.85197 -1.10707 -0.38102 0.3778 0.9229 -0.1179
C -1.70302 -0.03239 -0.60746 0.2716 -1.0112 0.1152
N -2.99104 -0.46113 -0.68080 -0.3939 -0.2651 -0.1237
C -2.95913 -1.76627 -0.49691 0.2668 0.2193 0.0036
C -1.24037 1.36273 -0.78268 0.1508 0.2727 -0.1489
O -0.05805 1.57617 -1.04370 0.1744 -0.1134 0.0088
N -2.11741 2.38072 -0.65825 -0.0349 0.1439 -0.1330
C -3.50084 2.30635 -0.25328 -0.4974 -0.2734 0.4750
H -3.81382 1.26398 -0.23087 -0.0623 0.4096 -0.0475
C -3.68271 2.97295 1.11244 -0.0902 0.2049 -0.2974
C -3.19897 4.41972 1.05852 0.1743 -0.1457 0.2619
C -1.75185 4.45835 0.57443 -0.2272 0.0521 -0.2094
C -1.63194 3.74121 -0.76978 0.5415 0.2280 0.0371
H -0.59221 3.69931 -1.09805 -0.2077 0.0608 -0.0236
H -2.22807 4.26503 -1.52611 0.0104 -0.0213 0.0075
H -1.41010 5.48916 0.46911 0.0670 0.0107 0.0126
H -1.10888 3.95835 1.30162 0.0833 0.0033 0.0157
H -3.27962 4.88320 2.04378 -0.0553 0.0713 -0.0245
H -3.82833 4.98683 0.36804 -0.0552 0.0604 -0.0103
H -4.73499 2.93206 1.39766 -0.0308 -0.0514 0.0400
H -3.10562 2.42160 1.85792 -0.0092 -0.0772 0.0519
H -4.10294 2.83918 -0.99970 -0.0119 -0.0378 -0.0016
C 0.62814 -1.18309 -0.23255 0.0775 -0.0161 0.0513
N 0.98280 -1.83802 1.02045 -0.0512 0.0639 -0.0589
C 0.63057 -1.02777 2.16631 -0.0706 -0.0738 -0.0500
H 1.12234 -0.04529 2.16905 0.0260 0.0417 0.0460
H 0.89736 -1.56227 3.07668 -0.0028 0.0230 0.0969
H -0.44803 -0.86533 2.16264 -0.0163 0.0641 0.0943
C 2.31514 -2.40598 1.08399 0.2645 -0.0230 0.1293
C 3.50986 -1.47766 1.36211 -0.1947 0.2143 -0.2759
H 3.34267 -0.93535 2.29372 0.0416 -0.0082 0.0716
C 3.85480 -0.44668 0.28583 -0.0751 -0.4366 0.0535
C 4.26232 -1.07445 -1.05084 -0.1654 0.3641 0.1021
C 4.68317 0.02198 -2.02747 0.2260 -0.1413 0.0498
C 5.78684 0.86358 -1.39233 -0.3033 0.0472 0.1930
H 6.04821 1.70943 -2.02936 0.0650 0.0343 -0.0059
C 5.30421 1.37257 -0.03417 0.3092 0.2391 -0.2407
O 4.92846 0.31745 0.81828 -0.0847 -0.1978 0.1053
H 6.09874 1.90757 0.49148 -0.0983 0.0438 -0.0730
H 4.45116 2.05481 -0.18161 0.0702 -0.0146 0.0358
H 6.67764 0.24934 -1.24521 0.0723 0.0270 -0.0070
H 5.02974 -0.41814 -2.96481 -0.0720 0.0447 -0.0385
H 3.82107 0.65660 -2.24836 -0.0357 0.0167 -0.0697
H 3.43008 -1.64186 -1.46671 -0.0322 -0.0988 0.0067
H 5.09868 -1.75568 -0.87694 -0.0011 -0.0941 0.0407
H 3.00380 0.23158 0.11287 0.0521 -0.0410 0.0210
H 4.39179 -2.10476 1.51064 0.0498 -0.0152 0.0444
H 2.29295 -3.14163 1.89790 0.0931 -0.0210 -0.1151
H 2.48554 -2.95431 0.15404 -0.0077 -0.0798 0.0243
H 1.03532 -1.77887 -1.05679 0.0692 0.0165 -0.0090
H 1.01341 -0.15984 -0.32244 -0.0445 -0.2176 -0.0763
H -0.32522 -3.75174 0.09599 0.0222 0.0311 0.0145
H -2.15497 -5.45740 0.11570 0.1149 -0.0575 0.0218
H -4.49259 -4.75175 -0.25027 -0.1214 -0.0433 -0.0080
H -5.44611 -1.54762 -1.56392 -0.0893 0.0566 -0.0623
H -5.72518 -1.59838 0.16665 -0.0846 0.0718 0.0278
H -6.10786 -3.02091 -0.81850 -0.0502 -0.0324 -0.0044
```
Forces are in eV/Å.

Its SMILES is Cc1cccn2c(CN(C)CC[C@@H]3CCCCO3)c(C(=O)N3CCCCC3)nc12. The calculation puts the relative energy (zero: lowest compared OMol25 entry of this formula, charge and spin) at 118.9 kJ/mol. As for the LUMO energy: 0.69 eV. The gap between HOMO and LUMO comes out at 8.71 eV.

***

No. 2
Computed, not measured: C23H34N4O2 in the gas phase in a non-equilibrium geometry, with ωB97M-V/def2-TZVPD.

The geometry in XYZ format:
```
63
Properties=species:S:1:pos:R:3:forces:R:3
C 5.84010 -1.78057 -5.75369 -0.0383 0.0077 -0.0348
C 5.13405 -1.68050 -4.43743 0.0093 -0.0430 0.0943
C 5.15121 -2.73031 -3.52872 0.0316 0.0415 -0.1341
C 4.48461 -2.63912 -2.32129 -0.1737 0.1848 0.1574
C 3.77998 -1.48460 -1.99026 0.2512 -0.0162 -0.4645
C 3.76862 -0.42414 -2.89775 -0.0389 -0.1141 0.0680
C 4.43385 -0.52518 -4.10076 0.0463 -0.0802 0.0334
H 4.41297 0.30222 -4.79534 -0.0121 0.0978 -0.0685
H 3.22528 0.47152 -2.64119 -0.0497 0.0957 -0.0082
C 3.06661 -1.35244 -0.71828 -0.2732 0.3555 0.5643
N 2.87485 -0.13978 -0.27486 0.5548 -0.2169 -0.9083
N 2.23487 0.07022 0.85410 -0.2377 -0.4802 0.4259
C 1.70993 -0.91730 1.67340 0.1352 0.0737 -0.1344
O 1.11506 -0.62189 2.70584 -0.0326 -0.1380 0.3017
C 1.93088 -2.25507 1.18643 0.1668 -0.1635 -0.2734
C 2.58375 -2.47198 0.02031 -0.2456 0.1676 0.4232
H 2.72257 -3.47229 -0.35925 0.0071 -0.0861 -0.0191
H 1.53730 -3.05908 1.78922 -0.0326 -0.0337 0.0369
C 2.08631 1.46357 1.22485 -0.2372 0.5662 0.0571
H 2.81820 2.03306 0.65197 -0.1473 -0.1175 0.1099
H 2.25732 1.56182 2.29934 0.0409 -0.0404 -0.1085
C 0.67300 1.98155 0.87330 0.6214 -0.1511 0.3445
O 0.47200 2.68805 -0.09021 -0.0245 0.2134 -0.4009
N -0.25732 1.58523 1.75319 -0.4159 -0.2012 0.3447
H 0.00806 0.88527 2.44319 0.1251 0.1696 -0.1882
C -1.66649 1.82486 1.55064 -0.1439 -0.0923 -0.1641
H -2.11681 2.13836 2.49573 -0.0458 0.0293 -0.0841
H -1.75541 2.63032 0.82018 -0.0646 -0.0040 0.1155
C -2.36862 0.55437 1.05537 0.1088 0.2017 0.1283
N -3.80671 0.71931 1.02102 -0.0330 -0.1260 -0.1489
C -4.23783 1.62591 -0.03875 0.0084 0.4064 0.2736
C -4.77993 2.95113 0.51862 -0.1865 -0.0629 -0.3279
C -4.97239 3.95351 -0.61636 0.1292 -0.1198 0.2561
H -4.02938 4.15041 -1.12139 0.0880 0.0604 -0.1124
H -5.35781 4.89466 -0.23131 -0.0606 0.1224 -0.0248
H -5.67981 3.56755 -1.34799 -0.1070 -0.0200 -0.1243
C -6.08995 2.72495 1.26613 0.3328 0.0591 -0.0170
H -5.94191 2.00053 2.06041 -0.0663 -0.1071 0.1551
H -6.85513 2.35112 0.58804 -0.1346 -0.0567 -0.0979
H -6.44596 3.65509 1.70364 -0.0900 0.0703 0.0701
H -4.04602 3.35146 1.22332 0.0514 -0.0387 -0.0071
H -3.40055 1.84135 -0.71325 0.0009 -0.0423 -0.0512
H -5.02230 1.15885 -0.64359 0.0168 -0.0195 -0.0377
C -4.52377 -0.54584 1.03788 0.1758 -0.1467 0.2401
H -5.57131 -0.32963 0.81781 -0.0418 -0.0421 -0.0468
C -4.47550 -1.25998 2.39633 -0.2273 0.0719 -0.0801
C -4.97100 -0.34100 3.50771 0.2678 -0.1645 -0.1060
H -4.40427 0.58566 3.50076 -0.0183 0.1388 0.0799
H -4.85502 -0.81872 4.47793 -0.0351 -0.0358 0.1290
H -6.02400 -0.10824 3.36353 -0.1643 0.0741 -0.0074
C -5.31708 -2.53265 2.33220 0.2884 0.1541 -0.0168
H -5.27376 -3.06323 3.28047 -0.0408 -0.0947 0.0752
H -6.35707 -2.29129 2.12195 -0.1535 0.0143 -0.0207
H -4.95458 -3.19697 1.55047 -0.0111 -0.1271 -0.0819
H -3.44395 -1.54941 2.62014 -0.0050 0.0020 -0.0318
H -4.14889 -1.23450 0.25817 -0.0919 0.0194 -0.0210
H -2.12425 -0.25098 1.75076 0.0349 -0.0054 -0.0438
H -1.95586 0.28119 0.06565 -0.0147 -0.0229 0.0864
H 4.53875 -3.46467 -1.62713 -0.0055 -0.0862 0.0694
H 5.69740 -3.63219 -3.76620 0.0632 -0.0698 -0.0307
H 6.48254 -2.65675 -5.78801 0.0566 -0.0337 -0.0522
H 6.44448 -0.89294 -5.93172 0.0683 0.0201 -0.0635
H 5.11357 -1.85457 -6.56299 0.0196 -0.0175 -0.0966
```
Forces are in eV/Å.

Its SMILES is Cc1ccc(-c2ccc(=O)n(CC(=O)NCCN(CC(C)C)CC(C)C)n2)cc1. The calculation puts the relative energy (zero: lowest compared OMol25 entry of this formula, charge and spin) at 147.4 kJ/mol. As for the LUMO energy: -0.10 eV. The gap between HOMO and LUMO comes out at 8.26 eV.

***

No. 3
Computed, not measured: C23H34N6O3S2 in the gas phase in a non-equilibrium geometry, with ωB97M-V/def2-TZVPD.

The geometry in XYZ format:
```
68
Properties=species:S:1:pos:R:3:forces:R:3
C -2.02435 0.01998 1.84174 0.1176 0.1716 0.0332
H -3.03056 -0.01347 1.43150 -0.0800 -0.0260 -0.0418
H -1.40804 -0.67855 1.28003 0.0556 -0.0666 -0.0283
H -2.05827 -0.29448 2.88109 -0.0141 -0.0758 0.1207
C -1.46705 1.43859 1.75117 -0.1438 -0.3740 0.4833
N -1.32808 1.85942 0.38037 0.1204 0.3059 -0.8356
C -2.33928 2.29164 -0.42841 -0.0813 -0.0544 0.1452
N -1.88614 2.63071 -1.60372 -0.9734 0.2780 0.0555
N -0.57115 2.43512 -1.59472 1.2172 -0.2491 -0.1308
C -0.21881 1.97089 -0.41860 -0.4830 0.0646 -0.0305
C 1.15868 1.67039 -0.06490 0.4633 0.0070 0.0944
C 2.15639 2.48085 -0.61105 -0.1399 -0.1155 0.1249
C 3.48516 2.23891 -0.31933 0.1895 0.0433 -0.0116
C 3.81608 1.18547 0.51232 0.4826 -0.0368 -0.0118
C 2.84465 0.36007 1.04285 -0.0721 -0.0612 0.1227
C 1.51325 0.59797 0.75421 0.1184 0.0883 -0.0431
H 0.76139 -0.07199 1.13946 -0.0897 -0.0514 0.0489
H 3.14776 -0.45753 1.67670 -0.0629 -0.1608 0.0749
S 5.52520 0.83104 0.90579 -0.4683 -0.2012 -0.0921
O 5.63949 0.59391 2.31542 -0.0904 -0.2363 0.0381
O 6.35048 1.85559 0.32544 -0.2145 -0.0494 -0.2008
N 5.67422 -0.65485 0.13763 -0.2190 0.8339 0.5982
C 5.83200 -0.56417 -1.29804 0.1376 0.2424 -0.6070
C 7.27651 -0.26613 -1.70025 -0.1515 -0.0321 -0.0702
N 8.16516 -1.26005 -1.11783 -0.0552 -0.0132 0.0268
C 9.53190 -1.06241 -1.55031 -0.0639 -0.0367 0.0063
H 10.15489 -1.84822 -1.12553 0.0916 -0.0013 -0.0167
H 9.57331 -1.13302 -2.63628 0.0809 0.0124 -0.0449
H 9.93751 -0.08596 -1.24479 0.0207 0.0320 0.0048
C 8.05260 -1.23364 0.33096 -0.1681 -0.2022 0.0343
C 6.62045 -1.57391 0.73529 0.5134 -0.1029 0.5112
H 6.49874 -1.50129 1.81587 0.0837 -0.2122 -0.0366
H 6.36499 -2.58242 0.39724 -0.0131 0.0759 0.0248
H 8.73872 -1.97482 0.74751 -0.0053 0.0562 0.0372
H 8.30865 -0.24050 0.74235 0.0897 -0.0687 0.0005
H 7.36635 -0.31587 -2.78817 -0.0254 0.0374 0.0218
H 7.53425 0.75240 -1.36678 0.0420 -0.1020 -0.1194
H 5.16773 0.22367 -1.65700 -0.0157 -0.0945 -0.2046
H 5.51827 -1.52189 -1.72449 -0.0299 0.0964 0.0141
H 4.27542 2.85646 -0.71662 0.0435 0.1085 -0.0838
H 1.86552 3.28941 -1.26256 -0.0011 0.0857 -0.0423
S -4.00499 2.38289 0.07752 -0.2786 0.2393 -0.0775
C -4.73475 1.50667 -1.35217 0.2703 -0.0617 0.1639
H -5.78152 1.79538 -1.41476 -0.0005 0.0452 0.0092
H -4.19148 1.84103 -2.23488 -0.1436 -0.0976 0.0398
C -4.52723 0.01070 -1.17620 0.1128 0.3692 -0.1273
O -3.70635 -0.57840 -1.85353 0.1544 -0.0352 -0.2763
N -5.23137 -0.60298 -0.19967 -0.0821 -0.3172 0.2976
C -6.29022 -0.03216 0.59947 -0.3573 0.1279 -0.2428
H -6.27263 1.05510 0.55459 -0.0113 -0.0474 0.0447
C -7.65341 -0.57552 0.14972 -0.0518 -0.0186 0.4302
C -8.77370 0.03133 0.98641 0.1976 -0.0705 -0.2365
H -9.73809 -0.35183 0.66262 -0.1313 -0.0132 0.0189
H -8.78376 1.11442 0.88894 -0.0618 0.1458 0.0341
H -8.64126 -0.21723 2.03717 -0.0162 -0.0225 0.1581
C -7.63252 -2.10183 0.25992 0.0643 0.1184 -0.4131
C -6.46247 -2.68000 -0.53294 0.0459 0.0091 0.2949
C -5.14989 -2.04604 -0.07575 0.1329 -0.3246 -0.3028
H -4.31635 -2.38740 -0.69096 -0.0757 0.0361 0.1735
H -4.95373 -2.29724 0.97256 0.0161 -0.0163 -0.0048
H -6.41016 -3.76101 -0.39916 0.0107 -0.0489 -0.0594
H -6.60115 -2.47513 -1.59638 0.0295 -0.0399 -0.0563
H -8.57306 -2.51369 -0.10991 -0.0687 -0.0174 0.0758
H -7.53482 -2.38287 1.31166 -0.0419 -0.0101 0.1065
H -7.80216 -0.30215 -0.90115 0.0621 0.0116 -0.0101
H -6.11700 -0.32254 1.64319 -0.0305 0.0879 0.0220
H -0.48787 1.51007 2.23026 -0.1587 0.0869 -0.0346
H -2.15206 2.13312 2.24786 0.2072 -0.0514 0.0025
```
Forces are in eV/Å.

Its SMILES is CCn1c(SCC(=O)N2CCC[C@@H](C)C2)nnc1-c1ccc(S(=O)(=O)N2CCN(C)CC2)cc1. The calculation puts the relative energy (zero: lowest compared OMol25 entry of this formula, charge and spin) at 26.8 kJ/mol. As for the LUMO energy: 0.23 eV. The gap between HOMO and LUMO comes out at 8.73 eV.